No. 1
Below is a molecular structure, C6H9NO in a non-equilibrium geometry, with properties calculated with the ωB97M-V functional and the def2-TZVPD basis.

The LUMO energy comes out at 0.9 eV. The relative energy (zero: lowest compared OMol25 entry of this formula, charge and spin) is 639.2 kJ/mol.

Cartesian coordinates (Å):
1 C 1.99818 0.50563 0.07875
2 C 0.53951 -0.66920 0.21774
3 C -0.81163 -1.16117 -0.03995
4 C -1.51307 -0.08205 0.82490
5 C -0.93642 0.87775 -0.20964
6 C 0.54842 0.74592 -0.34020
7 H 2.17421 0.58784 1.19960
8 H 2.90586 0.81798 -0.49953
9 H 0.75779 -0.58085 1.37203
10 H -1.24073 -2.17908 -0.03175
11 H -2.56343 0.06728 0.69818
12 H -1.02497 0.02187 1.80004
13 H -1.43838 1.93241 -0.16169
14 H -0.62945 -0.20591 -1.97925
15 H 0.65283 0.63068 -1.36302
16 N -1.26937 -0.31660 -1.22659
17 O 1.85064 -0.99250 -0.33962

Cartesian forces (eV/Å) of the 6 atoms listed first:
3.13 -0.26 0.45
2.43 -1.56 1.55
-2.92 -0.04 -1.46
1.84 0.45 0.41
-2.54 2.29 0.02
0.90 -1.57 1.54

=====

No. 2
Below is a molecular structure, C25H45N5O2OsSSb in a non-equilibrium geometry, with properties calculated with the ωB97M-V functional and the def2-TZVPD basis.

As for the total charge: +3. The expectation value of S² is 6.04. The LUMO energy (spin up / spin down) comes out at -8.9 / -11.6 eV. As for the multiplicity: 5.

Cartesian coordinates (Å):
1 Os 0.64700 -1.54842 -0.47479
2 C -2.51220 -4.10102 0.97241
3 C -1.36530 -3.17282 0.84481
4 N -0.86780 -2.85332 -0.33809
5 N -1.39830 -3.46802 -1.39169
6 C -0.88630 -3.23602 -2.56769
7 N -1.34790 -3.85912 -3.63689
8 S 0.41230 -2.03992 -2.73129
9 C -0.66360 -2.58252 1.96171
10 C -0.91430 -2.89132 3.30271
11 C -0.11410 -2.33662 4.28461
12 C 0.90960 -1.47252 3.90971
13 C 1.08640 -1.18272 2.56811
14 N 0.32960 -1.71872 1.61061
15 H -3.15580 -4.00742 0.10071
16 H -3.08700 -3.92702 1.87611
17 H -2.15380 -5.13092 0.98881
18 H -2.04710 -4.58242 -3.52049
19 H -0.93130 -3.74022 -4.54589
20 H -1.70950 -3.57292 3.56101
21 H -0.28470 -2.56982 5.32461
22 H 1.56100 -1.03372 4.64641
23 H 1.86050 -0.49642 2.24641
24 O 2.33220 -0.34842 -0.97689
25 C 3.29230 -1.04802 -0.55549
26 O 3.14410 -1.93392 0.29911
27 C 4.70700 -0.81942 -1.11019
28 N 5.64520 -1.46692 -0.14929
29 C 6.23810 -0.36242 0.65601
30 C 6.42580 0.72748 -0.38549
31 C 5.12930 0.65578 -1.19889
32 H 4.74910 -1.32022 -2.08219
33 H 6.39230 -1.98252 -0.62449
34 H 5.07400 -2.12712 0.41541
35 H 7.16260 -0.68192 1.13201
36 H 5.52330 -0.05682 1.42261
37 H 7.28460 0.49038 -1.01059
38 H 6.58470 1.70858 0.05471
39 H 5.28450 0.96898 -2.22769
40 H 4.35900 1.29188 -0.76249
41 C -1.74670 1.37988 2.72141
42 C -2.74650 1.35168 1.59141
43 C -3.56400 2.60538 1.50981
44 C -3.58210 0.09458 1.58801
45 Sb -1.34690 1.06918 -0.32139
46 C -2.82040 0.96778 -2.23859
47 C -1.89340 1.21498 -3.39749
48 C -3.37460 -0.43332 -2.22009
49 C -3.86910 2.02728 -2.07949
50 C 0.23680 2.81358 -0.25549
51 C -0.44190 4.09938 0.13601
52 C 1.28870 2.37748 0.74011
53 C 0.79040 2.84068 -1.66129
54 H -2.28260 1.34198 3.67091
55 H -1.17220 2.30348 2.71771
56 H -1.07200 0.52268 2.69301
57 H -4.14740 2.68968 2.42971
58 H -4.27120 2.58748 0.68671
59 H -2.95660 3.50318 1.44091
60 H -4.13560 0.03238 2.52671
61 H -2.96340 -0.80162 1.51061
62 H -4.31900 0.10308 0.78741
63 H -1.02410 0.55628 -3.39389
64 H -1.57030 2.25128 -3.44039
65 H -2.44510 1.01558 -4.31749
66 H -2.58660 -1.17882 -2.31929
67 H -4.04780 -0.54792 -3.07169
68 H -3.95970 -0.63522 -1.32419
69 H -3.44800 3.01238 -1.88799
70 H -4.58650 1.77298 -1.30409
71 H -4.42390 2.09878 -3.01819
72 H -0.78950 4.08128 1.16721
73 H -1.26850 4.34868 -0.52769
74 H 0.28710 4.90898 0.06041
75 H 0.90130 2.31488 1.75561
76 H 2.08570 3.12148 0.74261
77 H 1.72080 1.41838 0.44901
78 H 0.06000 3.21048 -2.37629
79 H 1.15290 1.85998 -1.97599
80 H 1.63660 3.52818 -1.68259

Cartesian forces (eV/Å) of the 6 atoms listed first:
-0.44 -0.06 -1.18
-0.09 0.08 -0.03
-0.06 -0.08 -0.87
0.28 -0.26 1.08
-1.25 -1.06 -0.93
0.62 0.55 1.11